No. 1
100
Properties=species:S:1:pos:R:3:lowdin_charge:R:1 method="wB97M-V/def2-TZVPD" s2=0.758 mol_weight_g_mol=855.42 gap_ev="5.71 / 5.50" largest_force_ha_per_bohr=0.01136 relative_energy_ev=0.848 total_charge=0 spin_multiplicity=2
Ti 0.227 -0.991 -0.386 0.972
C -2.602 -4.217 -1.685 -0.005
C -1.580 -3.140 -1.570 -0.254
N -1.366 -2.432 -0.522 -0.028
N -2.104 -2.647 0.619 0.124
C -1.780 -1.707 1.469 -0.406
O -0.935 -0.767 1.199 -0.192
C -2.427 -1.681 2.799 -0.134
C -2.634 -0.450 3.416 -0.027
C -3.242 -0.394 4.659 -0.076
C -3.628 -1.567 5.296 -0.088
C -3.419 -2.794 4.681 -0.077
C -2.827 -2.854 3.429 -0.017
C -0.755 -2.715 -2.710 -0.209
C -0.929 -3.198 -4.000 0.002
C -0.166 -2.663 -5.022 -0.036
C 0.763 -1.676 -4.726 -0.028
C 0.893 -1.261 -3.416 -0.098
N 0.146 -1.759 -2.429 0.020
H -3.113 -4.338 -0.735 0.072
H -3.333 -3.970 -2.458 0.087
H -2.129 -5.161 -1.964 0.095
H -2.349 0.457 2.896 0.099
H -3.422 0.566 5.128 0.101
H -4.095 -1.525 6.271 0.100
H -3.717 -3.707 5.180 0.103
H -2.657 -3.801 2.936 0.114
H -1.668 -3.962 -4.196 0.115
H -0.297 -3.010 -6.038 0.114
H 1.380 -1.232 -5.493 0.112
H 1.613 -0.506 -3.128 0.109
O 2.253 -1.071 -0.725 -0.155
C 2.384 -2.009 0.169 -0.581
O 1.320 -2.427 0.699 -0.046
C 3.721 -2.549 0.471 -0.183
C 4.573 -2.688 -0.635 -0.046
C 5.820 -3.254 -0.510 -0.108
C 6.230 -3.676 0.759 -0.103
C 5.423 -3.505 1.857 -0.141
C 4.137 -2.915 1.780 -0.676
S 3.267 -2.596 3.248 0.513
H 4.213 -2.355 -1.601 0.109
H 6.461 -3.378 -1.373 0.091
H 7.205 -4.135 0.884 0.097
H 5.763 -3.809 2.838 0.084
C 2.207 2.983 2.462 -0.047
C 1.580 2.149 1.315 -0.129
N 1.724 0.728 1.585 -0.132
C 3.147 0.396 1.653 -0.161
C 3.840 1.168 2.788 -0.052
N 2.796 2.020 3.452 -0.093
C 1.720 1.138 4.024 -0.046
C 1.074 0.374 2.851 -0.138
H 1.474 3.584 2.999 0.131
H 3.017 3.627 2.124 0.131
H 2.061 2.385 0.368 0.117
H 0.525 2.383 1.217 0.093
H 3.605 0.606 0.688 0.137
H 3.242 -0.660 1.896 0.017
H 4.633 1.836 2.452 0.132
H 4.225 0.481 3.544 0.120
H 3.228 2.542 4.209 0.182
H 1.021 1.793 4.545 0.131
H 2.203 0.472 4.737 0.132
H 0.015 0.601 2.779 0.102
H 1.196 -0.700 2.996 0.088
C -4.263 2.634 1.926 -0.110
C -4.512 1.604 1.031 -0.091
C -3.569 1.269 0.068 -0.110
C -2.348 1.941 -0.034 -0.305
C -2.128 2.983 0.871 -0.145
C -3.066 3.329 1.838 -0.102
Ge -0.960 1.296 -1.312 0.979
C -1.973 0.916 -2.982 -0.305
C -2.800 -0.209 -3.058 -0.144
C -3.468 -0.546 -4.227 -0.097
C -3.310 0.231 -5.366 -0.104
C -2.487 1.347 -5.318 -0.095
C -1.832 1.685 -4.139 -0.104
C 0.057 2.929 -1.803 -0.346
C -0.495 4.210 -1.786 -0.120
C 0.248 5.325 -2.158 -0.090
C 1.567 5.180 -2.564 -0.102
C 2.137 3.914 -2.596 -0.097
C 1.386 2.808 -2.215 -0.147
H -4.998 2.898 2.676 0.098
H -5.445 1.056 1.082 0.104
H -3.798 0.465 -0.620 0.085
H -1.230 3.587 0.794 0.077
H -2.868 4.156 2.511 0.096
H -2.927 -0.841 -2.184 0.079
H -4.113 -1.417 -4.251 0.099
H -3.825 -0.029 -6.282 0.096
H -2.358 1.963 -6.200 0.098
H -1.199 2.565 -4.125 0.090
H -1.529 4.343 -1.485 0.100
H -0.207 6.308 -2.139 0.099
H 2.146 6.046 -2.858 0.097
H 3.164 3.788 -2.917 0.098
H 1.853 1.827 -2.230 0.084

=====

No. 2
106
Properties=species:S:1:pos:R:3:lowdin_charge:R:1 method="wB97M-V/def2-TZVPD" s2=0.769 mol_weight_g_mol=882.85 gap_ev="6.13 / 5.86" largest_force_ha_per_bohr=0.04259 relative_energy_ev=0.705 total_charge=0 spin_multiplicity=2
Ti -0.693 -0.074 0.160 1.083
C -3.634 -3.228 3.824 -0.102
C -4.207 -2.275 3.000 -0.089
C -3.538 -1.814 1.883 -0.012
C -2.286 -2.335 1.538 -0.284
C -1.736 -3.326 2.364 -0.059
C -2.392 -3.749 3.499 -0.079
N -1.616 -1.866 0.415 -0.026
C -1.094 -2.760 -0.465 -0.240
C -1.259 -4.158 -0.458 -0.029
C -0.753 -4.935 -1.478 -0.080
C -0.073 -4.370 -2.558 -0.090
C 0.075 -3.006 -2.626 -0.012
C -0.434 -2.194 -1.601 -0.241
N -0.430 -0.842 -1.618 -0.108
N -0.016 -0.206 -2.692 0.109
C 0.020 1.111 -2.502 -0.341
C 0.316 1.950 -3.602 -0.006
C 0.350 3.301 -3.419 -0.064
C 0.104 3.803 -2.132 -0.063
C -0.166 2.928 -1.103 -0.124
N -0.232 1.602 -1.249 0.067
H -4.152 -3.566 4.710 0.098
H -5.192 -1.894 3.229 0.102
H -4.002 -1.068 1.254 0.096
H -0.756 -3.721 2.130 0.123
H -1.927 -4.490 4.131 0.110
H -1.803 -4.637 0.341 0.106
H -0.886 -6.005 -1.435 0.104
H 0.334 -5.006 -3.328 0.099
H 0.575 -2.522 -3.449 0.106
H 0.490 1.476 -4.555 0.114
H 0.566 3.967 -4.242 0.110
H 0.150 4.862 -1.943 0.104
H -0.329 3.321 -0.107 0.111
C -6.130 -2.814 -4.015 -0.064
C -4.796 -2.484 -3.337 -0.545
C -4.405 -3.675 -2.445 -0.025
C -3.727 -2.269 -4.418 -0.031
C -4.871 -1.247 -2.455 -0.150
C -6.049 -0.523 -2.231 -0.014
C -6.100 0.547 -1.355 -0.071
C -4.948 0.903 -0.678 -0.452
S -4.694 2.126 0.539 1.136
C -3.023 1.619 0.662 -0.500
N -2.685 0.651 -0.150 -0.005
C -3.740 0.217 -0.910 -0.285
C -3.716 -0.844 -1.804 0.051
C -2.054 2.182 1.563 -0.265
C -2.342 3.253 2.418 -0.047
C -1.338 3.754 3.219 -0.083
C -0.065 3.199 3.145 -0.067
C 0.205 2.144 2.282 -0.101
C -0.781 1.569 1.478 -0.178
H -6.014 -3.701 -4.635 0.085
H -6.462 -1.999 -4.654 0.085
H -6.898 -3.030 -3.275 0.084
H -4.331 -4.582 -3.040 0.089
H -5.161 -3.835 -1.679 0.093
H -3.448 -3.518 -1.954 0.062
H -3.667 -3.142 -5.064 0.087
H -2.746 -2.105 -3.982 0.070
H -3.975 -1.406 -5.033 0.091
H -6.959 -0.795 -2.738 0.103
H -7.020 1.087 -1.194 0.110
H -2.777 -1.355 -1.942 0.094
H -3.331 3.693 2.436 0.096
H -1.536 4.576 3.891 0.103
H 0.717 3.606 3.770 0.105
H 1.213 1.749 2.234 0.088
O 2.906 -3.112 3.814 0.128
C 2.032 -2.656 4.688 -0.506
O 2.143 -2.855 5.873 0.100
C 0.876 -1.866 4.165 -0.034
C -0.174 -1.409 4.944 0.013
N -1.000 -0.723 4.138 0.070
N -0.568 -0.696 2.883 0.084
C 0.572 -1.378 2.866 -0.134
C 1.291 -1.517 1.560 -0.498
O 2.171 -2.371 1.424 0.085
O 0.925 -0.716 0.651 -0.100
H 2.680 -2.905 2.860 0.068
H -0.349 -1.538 5.992 0.138
H -1.888 -0.303 4.374 0.175
C 3.756 0.723 1.028 -0.176
N 2.877 1.016 -0.104 -0.090
C 3.256 0.127 -1.204 -0.168
N 4.653 0.308 -1.590 -0.084
C 5.484 0.036 -0.421 -0.170
N 5.162 0.918 0.698 -0.085
C 5.348 2.296 0.264 -0.181
N 4.519 2.620 -0.894 -0.087
C 3.126 2.390 -0.526 -0.181
C 4.850 1.699 -1.978 -0.177
H 3.614 -0.317 1.329 0.116
H 3.497 1.379 1.866 0.123
H 2.617 0.338 -2.067 0.116
H 3.103 -0.909 -0.891 0.126
H 6.535 0.173 -0.690 0.125
H 5.323 -0.999 -0.110 0.131
H 6.400 2.450 0.008 0.125
H 5.078 2.970 1.083 0.125
H 2.501 2.615 -1.394 0.106
H 2.860 3.066 0.292 0.127
H 5.897 1.847 -2.264 0.125
H 4.211 1.927 -2.838 0.125

=====

No. 3
94
Properties=species:S:1:pos:R:3:lowdin_charge:R:1 method="wB97M-V/def2-TZVPD" mol_weight_g_mol=654.88 gap_ev=5.95 largest_force_ha_per_bohr=0.06481 relative_energy_ev=0.804 total_charge=+1
C 5.616 3.285 1.860 -0.159
C 5.017 4.018 3.042 -0.156
N 3.606 4.253 2.844 -0.063
C 3.093 5.292 3.707 -0.158
C 1.748 5.789 3.220 -0.160
C 0.780 4.624 3.026 -0.137
C 1.379 3.430 2.338 -0.123
C 2.798 3.319 2.266 -0.076
C 3.355 2.187 1.604 -0.118
C 2.524 1.243 1.030 0.047
C 1.107 1.360 0.969 -0.166
C 0.281 0.528 0.155 0.076
C -1.041 0.934 -0.162 -0.184
C -2.092 0.009 -0.447 0.021
C -3.412 0.404 -0.607 -0.128
C -3.777 1.774 -0.421 -0.077
N -5.080 2.166 -0.505 -0.067
C -6.095 1.309 -1.070 -0.159
C -5.876 -0.133 -0.665 -0.158
C -4.452 -0.602 -0.967 -0.139
C -5.473 3.558 -0.499 -0.160
C -4.582 4.379 0.407 -0.161
C -3.119 4.173 0.022 -0.138
C -2.752 2.735 -0.190 -0.130
C -1.430 2.322 -0.197 0.023
C 0.591 2.419 1.803 0.028
C 4.840 2.014 1.536 -0.138
H 5.611 3.949 0.987 0.126
H 6.654 3.042 2.095 0.120
H 5.176 3.458 3.981 0.143
H 5.489 4.999 3.164 0.126
H 3.020 4.919 4.744 0.143
H 3.833 6.101 3.708 0.126
H 1.358 6.487 3.964 0.120
H 1.886 6.340 2.282 0.125
H 0.407 4.313 4.016 0.132
H -0.094 4.976 2.462 0.114
H 2.994 0.383 0.567 0.081
H 0.668 -0.421 -0.296 0.028
H -1.848 -1.056 -0.499 0.108
H -7.058 1.669 -0.696 0.125
H -6.111 1.419 -2.168 0.142
H -6.069 -0.236 0.409 0.125
H -6.596 -0.754 -1.198 0.119
H -4.361 -0.848 -2.041 0.126
H -4.262 -1.533 -0.417 0.125
H -5.447 3.958 -1.528 0.142
H -6.515 3.597 -0.164 0.126
H -4.858 5.429 0.299 0.120
H -4.753 4.092 1.452 0.126
H -2.919 4.730 -0.910 0.132
H -2.473 4.614 0.795 0.114
H -0.646 3.081 -0.158 0.129
H -0.481 2.447 1.990 0.126
H 5.119 1.672 0.532 0.108
H 5.141 1.210 2.230 0.135
C 5.766 -1.772 0.017 -0.074
C 4.916 -0.923 -0.706 -0.091
C 3.538 -1.171 -0.796 -0.046
C 3.011 -2.236 -0.050 -0.207
N 1.687 -2.642 -0.211 -0.062
C 0.644 -2.005 -0.784 0.014
N -0.127 -3.056 -1.270 0.057
C -0.885 -3.003 -2.477 -0.191
C -1.191 -1.751 -3.009 -0.032
C -1.947 -1.661 -4.187 -0.067
C -2.296 -2.819 -4.896 -0.084
C -1.934 -4.064 -4.389 -0.062
C -1.176 -4.154 -3.215 -0.017
C 0.370 -4.256 -0.688 -0.180
C -0.141 -5.637 -0.737 -0.174
C 0.829 -6.665 -0.650 -0.021
C 0.438 -8.005 -0.628 -0.064
C -0.927 -8.334 -0.654 -0.069
C -1.901 -7.326 -0.727 -0.069
C -1.519 -5.983 -0.765 -0.046
N 1.475 -3.992 -0.037 0.167
C 3.844 -3.107 0.648 -0.012
C 5.215 -2.852 0.722 -0.060
H 6.846 -1.591 0.031 0.110
H 5.331 -0.057 -1.218 0.106
H 2.865 -0.550 -1.398 0.123
H -0.839 -0.854 -2.495 0.097
H -2.265 -0.685 -4.554 0.108
H -2.855 -2.748 -5.832 0.108
H -2.246 -4.977 -4.886 0.109
H -0.820 -5.133 -2.899 0.103
H 1.881 -6.374 -0.583 0.114
H 1.203 -8.784 -0.578 0.111
H -1.234 -9.380 -0.623 0.108
H -2.965 -7.579 -0.755 0.111
H -2.261 -5.181 -0.814 0.119
H 3.415 -4.016 1.062 0.108
H 5.835 -3.507 1.329 0.108

=====

No. 4
105
Properties=species:S:1:pos:R:3:lowdin_charge:R:1 method="wB97M-V/def2-TZVPD" mol_weight_g_mol=1135.11 gap_ev="5.22 / 5.22" largest_force_ha_per_bohr=0.06687 relative_energy_ev=1.597 total_charge=+2
Ru 0.986 1.179 -0.471 0.690
C 1.919 5.245 -1.340 -0.019
C 1.992 3.886 -1.638 -0.136
N 1.400 3.186 -0.674 -0.155
N 0.933 4.048 0.241 0.035
C 1.243 5.304 -0.140 -0.031
B -0.098 3.603 1.341 -0.627
N -1.263 2.919 0.533 0.043
C -2.571 3.240 0.557 -0.057
C -3.190 2.644 -0.522 -0.035
C -2.162 1.950 -1.168 -0.199
N -1.007 2.112 -0.510 -0.052
N 0.523 2.550 2.271 0.037
C 0.538 2.453 3.616 -0.037
C 1.295 1.353 3.962 -0.032
C 1.690 0.795 2.750 -0.154
N 1.219 1.518 1.742 -0.053
N -0.583 4.847 2.047 -0.024
C -1.289 5.876 1.484 -0.121
C -1.326 6.907 2.378 -0.041
C -0.600 6.431 3.490 -0.121
N -0.157 5.211 3.278 0.069
H 2.290 6.073 -1.918 0.111
H 2.428 3.401 -2.496 0.107
H 0.985 6.163 0.454 0.130
H -2.977 3.869 1.330 0.137
H -4.223 2.705 -0.815 0.116
H -2.202 1.458 -2.126 0.088
H 0.029 3.165 4.233 0.111
H 1.524 1.005 4.953 0.110
H 2.307 -0.069 2.564 0.093
H -1.696 5.802 0.488 0.127
H -1.792 7.870 2.264 0.104
H -0.403 6.929 4.425 0.112
Te -1.532 -3.139 -2.479 1.369
C -1.132 -4.852 -1.273 -0.525
C -0.718 -6.025 -1.882 -0.127
C -0.487 -7.134 -1.076 -0.125
N -0.649 -7.104 0.238 0.077
C -1.055 -5.985 0.817 -0.127
C -1.309 -4.820 0.101 -0.114
C -1.052 -1.828 -0.868 -0.784
P -2.316 -0.766 -0.328 1.070
C -2.201 -0.538 1.458 -0.353
C -3.191 0.250 2.051 -0.090
C -3.233 0.379 3.427 -0.042
C -2.300 -0.285 4.210 -0.038
C -1.325 -1.079 3.621 -0.054
C -1.254 -1.190 2.244 -0.081
C -3.921 -1.549 -0.582 -0.402
C -4.509 -2.348 0.397 -0.066
C -5.732 -2.940 0.132 -0.040
C -6.377 -2.714 -1.078 -0.034
C -5.800 -1.902 -2.044 -0.051
C -4.569 -1.319 -1.797 -0.131
P 0.622 -1.068 -0.899 0.772
C 1.632 -2.535 -0.510 -0.381
C 1.872 -3.539 -1.449 -0.122
C 2.501 -4.712 -1.062 -0.051
C 2.891 -4.896 0.257 -0.042
C 2.675 -3.893 1.191 -0.058
C 2.051 -2.717 0.808 -0.126
C 1.002 -0.655 -2.639 -0.430
C 0.028 0.029 -3.375 -0.139
C 0.308 0.510 -4.645 -0.051
C 1.571 0.321 -5.185 -0.042
C 2.543 -0.366 -4.465 -0.058
C 2.270 -0.845 -3.195 -0.131
H -0.572 -6.086 -2.954 0.102
H -0.162 -8.075 -1.505 0.118
H -1.195 -6.020 1.892 0.114
H -1.637 -3.922 0.611 0.076
H -3.937 0.726 1.428 0.108
H -4.003 0.981 3.891 0.120
H -2.343 -0.193 5.287 0.121
H -0.632 -1.634 4.238 0.120
H -0.516 -1.827 1.777 0.080
H -4.018 -2.504 1.349 0.115
H -6.187 -3.577 0.879 0.121
H -7.340 -3.170 -1.265 0.121
H -6.310 -1.716 -2.979 0.119
H -4.117 -0.665 -2.534 0.101
H 1.590 -3.401 -2.483 0.085
H 2.687 -5.486 -1.795 0.120
H 3.374 -5.817 0.553 0.120
H 2.989 -4.031 2.217 0.117
H 1.886 -1.928 1.534 0.077
H -0.964 0.142 -2.953 0.055
H -0.455 1.024 -5.214 0.118
H 1.798 0.703 -6.171 0.120
H 3.516 -0.535 -4.907 0.122
H 3.022 -1.400 -2.647 0.102
C 4.302 2.588 0.673 -0.274
Sb 3.593 0.922 -0.462 1.348
C 4.786 -0.618 0.431 -0.271
C 4.724 1.239 -2.259 -0.276
H 5.317 2.388 1.012 0.022
H 3.659 2.763 1.533 0.001
H 4.304 3.475 0.041 0.010
H 5.817 -0.434 0.135 0.022
H 4.478 -1.607 0.100 -0.007
H 4.705 -0.554 1.514 0.013
H 5.570 1.877 -2.011 0.023
H 4.119 1.713 -3.028 -0.005
H 5.089 0.284 -2.631 0.013